DFT (ωB97M-V with the def2-TZVPD basis set) results for C63H82IN10O4S2 as an isolated structure.

The value obtained for the LUMO energy is 1.9 eV. Its spin multiplicity is 1. The calculation puts the HOMO energy at -6.18 eV. The calculation puts the total energy at -119524.10970 eV. Its net charge is -1. Its orbital gap is 0.297 Eh.

Structure (XYZ):
```
162
Properties=species:S:1:pos:R:3:forces:R:3
C -4.4900 -2.4717 3.8732 -0.07 -0.02 -0.28
C -5.2868 -2.3820 2.5570 0.11 0.06 0.23
C -5.0044 -1.0969 1.7842 -0.29 0.03 0.06
C -5.7948 -0.9942 0.4726 0.23 -0.19 0.31
C -5.1038 -1.6615 -0.7114 -0.20 0.12 -0.31
C -3.7451 -1.0328 -1.0697 0.03 -0.07 -0.03
C -2.5469 -1.9929 -0.9919 -0.03 0.11 -0.07
C -2.0847 -2.5281 -2.3607 -0.01 0.14 0.12
C -0.7501 -1.9500 -2.8339 -0.14 0.23 -0.01
C -0.0679 -2.8320 -3.8691 0.15 0.01 -0.12
C 0.5152 -4.1055 -3.2415 -0.07 0.02 0.12
C 2.0279 -4.0395 -3.0167 -0.08 -0.02 0.31
C 2.4490 -4.6670 -1.6891 0.02 -0.14 -0.31
C 3.9539 -4.8865 -1.5783 0.14 0.14 0.56
C 4.7577 -3.6066 -1.3589 -0.19 0.10 -0.49
S 4.7743 -2.8856 0.2717 0.06 0.09 -0.42
O 5.0068 -3.9468 1.2365 0.19 -0.08 0.12
O 5.7787 -1.8555 0.1795 0.12 0.16 0.15
N 3.3139 -2.2696 0.3500 -0.14 -0.31 0.19
S 2.3590 -2.5226 1.5903 0.05 -0.01 -0.19
O 1.0251 -2.1635 1.1648 -0.21 0.15 -0.02
O 2.8545 -1.9074 2.8004 0.05 0.23 0.20
C 2.2926 -4.2997 1.9398 0.19 -0.10 0.13
C 2.6153 -4.6184 3.3874 0.02 -0.36 -0.35
C 2.8975 -6.1017 3.5658 0.01 0.09 0.06
I 0.9586 -4.0848 4.6443 -0.05 -0.02 0.08
H -5.1276 -2.3029 4.7395 0.06 0.05 0.02
H -4.0411 -3.4578 3.9894 0.05 0.02 0.09
H -3.6881 -1.7329 3.8700 0.09 -0.04 0.09
H -5.0674 -3.2512 1.9333 -0.05 0.00 -0.09
H -6.3549 -2.4026 2.7926 -0.05 -0.16 -0.13
H -5.3017 -0.2638 2.4298 0.17 0.06 0.03
H -3.9292 -1.0058 1.6065 0.00 0.09 -0.02
H -5.9777 0.0566 0.2382 -0.01 0.04 -0.09
H -6.7675 -1.4681 0.6397 -0.11 0.12 -0.09
H -4.9938 -2.7330 -0.5250 0.07 -0.02 0.07
H -5.7693 -1.5792 -1.5750 -0.07 -0.09 -0.01
H -3.8026 -0.6479 -2.0915 0.03 0.14 -0.02
H -3.5632 -0.1700 -0.4257 0.01 -0.07 0.02
H -2.8134 -2.8357 -0.3528 0.04 0.01 0.15
H -1.7162 -1.4818 -0.5032 0.03 -0.07 0.04
H -2.0170 -3.6182 -2.3439 -0.03 -0.01 0.02
H -2.8399 -2.2602 -3.1057 -0.06 -0.25 -0.10
H -0.0878 -1.7925 -1.9773 0.08 -0.11 0.01
H -0.9315 -0.9577 -3.2599 0.07 0.00 0.06
H -0.7751 -3.0665 -4.6701 -0.06 -0.03 0.01
H 0.7471 -2.2694 -4.3315 -0.02 0.00 -0.12
H 0.0435 -4.2522 -2.2641 -0.05 -0.06 -0.05
H 0.2688 -4.9859 -3.8374 -0.01 -0.07 -0.01
H 2.5548 -4.5315 -3.8393 0.07 0.17 -0.10
H 2.3151 -2.9863 -2.9747 0.16 0.01 -0.23
H 2.1091 -3.9849 -0.9138 -0.09 -0.14 0.23
H 1.9382 -5.6271 -1.5579 -0.02 0.00 -0.01
H 4.3244 -5.3705 -2.4830 -0.02 -0.04 -0.04
H 4.1758 -5.5737 -0.7584 0.02 -0.06 -0.01
H 4.3492 -2.8076 -1.9797 0.15 0.09 -0.05
H 5.8048 -3.7307 -1.6306 0.07 -0.07 0.11
H 3.0675 -4.7887 1.3473 -0.20 0.09 -0.08
H 1.3047 -4.6524 1.6550 -0.07 0.05 -0.08
H 3.4709 -4.0209 3.6826 -0.12 0.12 0.27
H 3.0238 -6.3551 4.6168 0.05 -0.01 0.03
H 2.0758 -6.7004 3.1725 0.00 -0.05 -0.04
H 3.8174 -6.3491 3.0306 -0.02 -0.03 -0.06
N -6.3958 -3.5812 6.7477 -0.05 -0.02 0.02
C -7.5360 -4.2602 6.6564 0.01 0.01 0.00
C -8.3136 -4.6046 7.7527 0.01 0.00 0.02
C -7.8803 -4.2250 9.0133 0.01 0.00 -0.01
C -6.6928 -3.5196 9.1225 -0.02 -0.01 0.01
C -5.9907 -3.2228 7.9628 0.01 0.00 -0.02
H -7.8403 -4.5422 5.6540 -0.01 0.00 0.01
H -9.2338 -5.1568 7.6175 0.00 0.00 -0.01
H -8.4573 -4.4755 9.8945 0.00 0.00 0.00
H -6.3130 -3.2040 10.0848 0.00 0.00 -0.01
H -5.0576 -2.6724 8.0074 0.01 0.01 0.02
N -1.7187 0.8237 0.9850 0.03 0.14 0.00
C -2.3888 1.9763 0.9990 0.08 -0.05 -0.04
C -1.7814 3.2113 1.1674 -0.01 0.10 0.05
C -0.4050 3.2518 1.3375 -0.02 0.14 0.08
C 0.3017 2.0654 1.3283 0.05 -0.11 -0.01
C -0.3927 0.8756 1.1479 -0.13 -0.17 -0.05
H -3.4634 1.9055 0.8558 -0.03 0.01 0.02
H -2.3636 4.1244 1.1524 -0.07 -0.05 0.02
H 0.1128 4.1950 1.4613 0.04 -0.03 0.01
H 1.3749 2.0577 1.4500 -0.01 0.00 0.05
H 0.1276 -0.0775 1.1270 0.01 0.01 0.03
N -5.2499 4.5264 -1.9905 -0.01 0.15 0.01
C -5.8532 5.7135 -2.0574 0.03 -0.02 -0.02
C -5.1955 6.9260 -1.8939 0.01 -0.10 0.03
C -3.8331 6.9096 -1.6331 -0.11 0.06 0.05
C -3.1961 5.6848 -1.5566 0.11 0.00 0.00
C -3.9408 4.5326 -1.7466 0.04 -0.18 -0.03
H -6.9192 5.6902 -2.2593 0.00 0.02 0.01
H -5.7414 7.8569 -1.9733 -0.02 -0.01 0.01
H -3.2650 7.8198 -1.5046 -0.02 0.02 -0.06
H -2.1327 5.6179 -1.3657 0.00 -0.01 -0.01
H -3.4500 3.5650 -1.7102 -0.05 -0.02 0.03
N 1.1412 -0.3904 7.8749 0.02 -0.02 0.03
C 1.6223 -1.0042 6.7946 0.06 0.06 -0.10
C 2.5117 -0.4181 5.9027 0.03 -0.02 -0.06
C 2.9278 0.8791 6.1478 -0.01 0.01 0.02
C 2.4395 1.5325 7.2705 0.00 -0.02 -0.01
C 1.5541 0.8565 8.0961 0.00 0.00 0.00
H 1.2895 -2.0161 6.5966 -0.06 0.08 0.20
H 2.8472 -0.9693 5.0321 -0.04 0.02 -0.03
H 3.6148 1.3738 5.4726 0.00 -0.01 -0.01
H 2.7335 2.5481 7.5019 -0.01 0.00 0.01
H 1.1522 1.3395 8.9815 0.00 0.02 -0.01
N 3.9582 -8.1184 -2.5045 0.03 -0.06 -0.01
C 2.7819 -8.6010 -2.1140 0.01 0.03 0.01
C 1.9930 -9.4272 -2.9022 0.01 0.00 -0.02
C 2.4516 -9.7688 -4.1643 0.01 0.01 0.01
C 3.6754 -9.2712 -4.5840 -0.03 0.00 0.00
C 4.3868 -8.4526 -3.7185 -0.03 0.00 0.01
H 2.4549 -8.3073 -1.1220 -0.01 -0.01 -0.01
H 1.0433 -9.7890 -2.5320 0.00 0.01 0.00
H 1.8648 -10.4095 -4.8104 0.00 0.00 0.00
H 4.0722 -9.5077 -5.5622 0.00 0.00 0.00
H 5.3468 -8.0411 -4.0127 0.00 -0.01 -0.01
N -1.3380 8.7927 -2.8647 0.04 0.04 0.02
C -0.2152 8.3397 -3.4201 -0.04 -0.05 0.04
C 0.7105 9.1582 -4.0509 0.02 0.03 -0.02
C 0.4549 10.5186 -4.1107 -0.02 -0.01 0.01
C -0.7114 11.0034 -3.5383 0.02 -0.01 -0.01
C -1.5706 10.1014 -2.9287 0.04 -0.01 -0.03
H -0.0486 7.2697 -3.3563 0.02 0.00 -0.02
H 1.6068 8.7317 -4.4804 0.00 -0.04 0.01
H 1.1526 11.1904 -4.5946 0.00 0.00 0.00
H -0.9529 12.0575 -3.5615 -0.01 0.00 0.01
H -2.4919 10.4448 -2.4686 0.01 0.02 -0.01
N 2.9085 4.0874 1.1212 0.00 0.07 -0.04
C 3.5697 3.4067 0.1869 -0.04 0.01 0.02
C 4.8401 3.7539 -0.2514 0.02 -0.01 0.01
C 5.4533 4.8630 0.3075 -0.02 0.00 -0.01
C 4.7737 5.5812 1.2795 0.00 -0.01 -0.02
C 3.5083 5.1517 1.6500 0.01 -0.02 0.00
H 3.0599 2.5437 -0.2291 0.03 -0.02 0.01
H 5.3316 3.1583 -1.0084 -0.02 -0.05 0.03
H 6.4453 5.1642 -0.0067 0.00 -0.01 0.01
H 5.2129 6.4535 1.7445 0.00 0.00 0.01
H 2.9474 5.6839 2.4113 0.01 0.01 0.00
N 3.4264 5.8055 -4.4606 0.05 0.11 0.02
C 4.1906 5.4922 -3.4148 -0.01 0.01 0.00
C 5.4731 4.9769 -3.5324 0.02 0.01 -0.06
C 5.9909 4.7723 -4.8014 -0.02 0.01 0.00
C 5.2061 5.0917 -5.8976 0.00 -0.01 0.02
C 3.9369 5.6044 -5.6736 -0.03 0.00 0.00
H 3.7527 5.6547 -2.4352 0.02 -0.01 0.01
H 6.0490 4.7403 -2.6494 -0.01 0.01 0.01
H 6.9862 4.3674 -4.9329 0.00 0.00 0.00
H 5.5643 4.9439 -6.9073 -0.01 0.00 0.00
H 3.2924 5.8610 -6.5074 0.01 -0.01 -0.01
N 0.5930 2.3997 -4.7140 -0.01 -0.02 0.02
C -0.5042 1.7566 -4.3174 0.02 0.03 -0.02
C -1.0478 1.8719 -3.0464 0.01 0.07 0.01
C -0.4146 2.6983 -2.1312 -0.04 -0.03 -0.07
C 0.7326 3.3681 -2.5264 -0.01 0.03 -0.02
C 1.1936 3.1882 -3.8226 -0.05 -0.08 -0.03
H -0.9715 1.1158 -5.0580 -0.01 -0.01 0.01
H -1.9437 1.3252 -2.7802 0.02 -0.02 0.01
H -0.8037 2.8210 -1.1306 -0.01 -0.06 -0.01
H 1.2600 4.0220 -1.8422 0.01 -0.01 0.00
H 2.0814 3.7026 -4.1666 0.00 0.01 0.01
```
Positions in Å, forces in eV/Å.